1.
Below is a structure of composition C12H34BF4O6V in a non-equilibrium geometry, with properties calculated with wB97M-V/def2-TZVPD.

```
58
Properties=species:S:1:pos:R:3:forces:R:3
H -0.643898 0.424494 -4.182794 0.016 0.141 -0.105
H 1.732022 -1.118236 2.462036 -0.044 0.349 0.211
H 0.543532 4.273414 0.881906 -0.150 -0.143 -0.095
C -0.229438 0.734174 -3.223404 -0.815 0.888 -0.378
H -2.960758 -5.005436 1.451656 0.045 0.136 0.315
H 4.004702 -3.143116 0.506796 0.252 0.452 0.214
C 1.248492 4.345494 -2.519524 -1.319 -0.597 0.531
H -3.777208 -3.418466 1.319216 0.104 0.051 0.136
H -2.519838 -1.896636 0.488126 -0.057 0.771 -0.192
H 0.435312 5.673784 -0.184784 -0.245 0.135 -0.021
H -0.614568 -2.240686 -1.635054 -0.438 -0.172 -0.087
H 0.816362 5.337004 -2.654714 0.065 0.095 -0.241
F -4.383148 1.268314 0.158116 -1.566 -0.726 -0.082
H 2.390842 -3.631236 0.832776 -0.052 -0.300 0.280
C 0.563512 3.778224 -1.233824 1.456 0.264 0.006
H 0.559862 -1.836036 -2.819654 0.142 0.462 -0.223
C -0.758068 -0.171476 -2.164034 0.210 -2.080 0.427
H 1.947472 4.849694 -0.019484 0.165 -0.208 -0.041
H 3.257802 -2.889086 2.165886 0.440 -0.033 -0.052
H 3.914832 -0.248476 1.580886 -0.200 0.131 0.303
F -2.298748 1.006024 0.802586 1.460 -1.445 0.702
H -0.497158 3.581164 -1.389534 -0.243 0.521 -0.141
C 3.123402 -2.864366 1.084486 -0.978 0.035 -0.474
H 0.955242 3.722844 -3.364754 0.161 0.054 -0.198
C -0.469248 -1.629476 -2.525794 -0.574 -0.017 0.169
H 0.470942 0.788124 -1.224034 0.809 1.022 1.206
O 1.146022 2.558404 -0.834494 1.006 -0.846 -2.263
H -2.391368 -3.161836 3.306786 -0.007 0.227 0.066
H -0.706158 -3.802706 0.930946 -0.037 0.068 -0.522
O 1.371872 -1.341326 1.600576 -1.431 -0.301 -0.304
C -1.418308 -3.223826 2.819536 0.362 -0.975 1.497
C 0.871952 4.681214 -0.074104 -0.385 1.349 0.418
F -3.190688 3.050014 0.809276 0.052 1.550 0.673
C 2.414592 -1.553256 0.683796 1.868 0.462 0.001
H 2.025442 -1.708076 -0.322524 -0.559 0.248 0.183
B -3.152918 1.871304 0.157706 -0.781 0.374 -0.620
H -0.777818 -2.444126 3.231766 -0.086 0.264 -0.562
H 0.857702 0.752504 -3.300074 0.062 -0.228 0.175
V -0.541278 -0.066536 1.219226 0.743 1.422 2.054
C 3.313022 -0.300316 0.673556 0.287 -0.638 -0.415
H 2.334042 4.439224 -2.489774 -0.043 -0.209 0.385
C -2.912268 -4.007896 1.015006 1.205 -0.278 -0.803
C -1.574788 -3.285906 1.339006 -0.876 -0.569 1.261
H -1.807298 -0.019586 -1.910784 -0.211 0.047 -0.698
H -0.582208 1.737734 -2.985654 0.107 0.188 -0.284
O -1.651228 -1.963496 0.891406 -0.395 0.607 -1.397
F -2.753658 2.040734 -1.163864 0.664 0.113 -1.027
H 2.738382 0.614154 0.526466 -0.129 -0.118 0.171
H -1.142458 -1.897666 -3.340024 0.017 -0.463 0.019
H -0.963528 -4.162456 3.136156 -0.064 -0.291 0.238
H -1.024148 -0.430996 3.988706 -0.097 0.436 -0.717
H -2.938798 -4.187596 -0.059754 -0.292 0.156 -0.213
H 4.045962 -0.362216 -0.130844 0.005 -0.086 -0.216
H 0.777852 2.348294 0.026846 -0.635 -0.627 1.786
O -1.011548 0.210204 3.251666 0.203 -1.398 0.029
O 0.505712 1.752054 1.684126 0.737 0.196 -1.297
O -0.088038 0.061804 -0.938374 0.718 0.184 -0.052
H 1.413722 2.112134 1.664646 -0.651 -0.646 0.267
```
Forces are in eV/Å.

Computed properties:
multiplicity = 4
net charge = -1
orbital gap (alpha / beta) = 5.53 / 6.70 eV
M = 412.1 u
ΔE to the lowest compared entry with this formula, charge and spin = 0.0 kcal/mol

***

2.
Below is a cluster of 7 separate species, C12H34Cl3O14 in total in a non-equilibrium geometry, with properties calculated with wB97M-V/def2-TZVPD.

```
63
Properties=species:S:1:pos:R:3:forces:R:3
H -0.047808 -2.271977 -4.808155 0.235 -0.072 0.415
Cl -4.352470 -2.631805 1.269717 0.215 0.681 -0.049
O -0.603423 0.618531 -0.806480 -1.236 1.581 -2.433
C -0.386239 -3.784907 -3.314709 2.380 -1.162 2.495
H 0.534201 -3.801600 -0.258236 -0.121 0.439 -0.088
H -1.486371 -2.119161 -3.777155 -0.132 0.413 -0.126
O 0.972422 0.179065 0.743341 0.174 -0.474 0.937
C 1.460935 3.837755 -0.489661 -0.588 -0.267 0.244
O 5.330944 1.655231 0.932295 0.598 0.595 -1.055
H 0.315070 5.548269 0.160040 0.341 -0.164 0.510
H -1.199172 1.526256 4.267224 -0.011 0.863 0.966
H -0.957528 -4.653632 -1.578758 0.529 0.114 0.054
C -0.865884 2.285348 3.559551 0.451 0.241 -0.987
O 2.575918 4.649854 -0.184610 0.501 0.640 0.728
C 4.172030 1.292884 0.151506 -0.350 -0.190 -0.582
H 5.534522 2.857096 -1.091178 0.078 -0.065 0.178
O -1.546568 -3.432552 -5.373059 -0.904 -0.328 -0.446
H -1.697768 3.810239 2.300866 0.585 0.132 -0.166
C 0.525678 -5.100286 1.225065 -1.877 0.926 0.505
O 0.210444 5.401739 -1.844725 -1.035 -0.291 -0.572
H 1.359454 3.056118 0.263237 -0.091 0.227 0.496
H 0.180239 -4.622640 -3.721398 -0.507 -0.451 -0.772
H -3.678879 3.935882 3.395028 0.263 -0.102 -0.299
H 0.423217 -3.345952 -2.731447 0.092 0.863 0.038
H 0.413814 3.716042 3.267793 0.091 -0.026 -0.047
H -0.232315 1.651526 2.939097 -0.339 0.166 -0.866
H 3.339530 1.295104 -1.921496 0.000 0.346 0.087
H -0.784156 4.344584 -0.321018 0.142 -0.611 -0.780
Cl -5.611872 -0.808367 -1.290243 -0.576 0.004 -0.124
C 0.197081 4.748201 -0.570768 1.698 0.587 -0.405
C -4.018426 -0.880712 0.940137 -0.827 0.694 -0.362
H -0.076007 -5.201106 3.316618 0.018 -0.020 0.099
H -4.835591 -0.293917 1.359673 -0.106 -0.293 0.280
H 4.957375 0.586380 -1.824071 -0.218 -0.508 0.094
Cl 0.161787 -0.434034 -0.286212 0.733 -0.433 2.694
C 4.326145 1.401661 -1.470540 0.977 -1.307 2.884
C -0.486478 -4.779197 2.399222 0.441 -1.236 -1.157
O -0.001167 3.350200 4.052362 -0.768 -0.954 0.677
H -1.467888 -5.208073 2.196752 0.074 -0.954 -0.151
C -4.009788 -0.601322 -0.574804 0.914 -1.043 0.854
H -2.671130 2.420981 2.131887 0.877 -1.178 -0.330
H 3.976089 0.289958 0.530790 -0.754 -0.211 -0.971
H 3.096651 4.871137 -0.960161 -0.169 -0.343 -0.146
H -3.109274 -0.577856 1.459565 0.186 -0.342 -0.430
C -0.855364 -2.820420 -4.323198 -0.172 0.571 0.189
C -2.050163 2.943272 2.859697 -0.377 0.346 -1.375
H 0.867577 6.099518 -1.898469 0.075 -0.148 0.489
H -3.384152 -1.397166 -0.978913 0.189 0.466 -0.464
H 5.174753 1.320885 1.818527 -0.006 0.075 -0.073
O -0.730874 -3.442262 2.560880 0.400 1.190 0.182
O 4.999661 2.566645 -1.833578 -0.301 1.297 -0.410
O 0.010284 -4.580286 -0.056320 0.788 -0.872 1.630
H 3.357406 1.951399 0.452921 -0.132 -0.035 -0.137
O -0.797455 -1.397638 0.247123 0.766 -0.308 -0.058
H -1.091298 -3.196695 1.705659 -0.127 0.945 -0.238
H 1.450962 -4.589996 1.492573 0.197 -0.269 -0.261
H 0.600281 -6.187054 1.186674 0.349 0.054 -0.337
H 1.750367 3.251511 -1.361806 -0.920 0.223 -0.559
H -2.329283 -3.781930 -4.940756 -0.311 -0.317 -0.331
O -2.987630 3.391603 3.779125 -0.723 0.446 2.327
H -3.671659 0.398309 -0.847751 0.221 -0.227 0.275
O 1.091728 -1.075262 -1.172908 -0.501 -0.361 -1.048
O -1.342484 -4.235375 -2.352360 -1.404 0.435 -1.694
```
Forces are in eV/Å.

Computed properties:
multiplicity = 1
net charge = -1
orbital gap = 9.38 eV
M = 508.7 u
ΔE to the lowest compared entry with this formula, charge and spin = 54.6 kcal/mol

***

3.
Below is a cluster of 3 separate species, C12H35BN2O3P in total, with properties calculated with wB97M-V/def2-TZVPD.

```
54
Properties=species:S:1:pos:R:3:forces:R:3
H -0.392438 -5.399315 4.038367 -0.004 0.013 -0.002
C 3.088168 3.501446 -3.547390 0.026 0.001 0.049
O 0.592819 2.625281 -6.427837 -0.019 -0.208 0.067
H 4.496789 0.635620 -4.194406 -0.001 0.043 -0.017
H -2.098434 -1.545638 4.614275 0.008 -0.016 0.029
C -1.173661 -5.612050 4.772543 -0.014 -0.020 0.070
H -1.947679 -0.736178 -0.067690 0.007 0.002 0.001
H -2.286110 0.991521 -0.200170 -0.001 -0.010 0.012
H 0.676711 4.134886 -2.781744 -0.006 -0.007 -0.002
C -0.259145 -2.525446 4.161972 -0.008 -0.003 -0.018
H 3.846939 1.897951 -2.349351 0.022 -0.043 -0.059
H 3.564991 1.629977 -5.294470 -0.020 0.007 0.040
H -1.424100 -6.670017 4.717576 0.008 0.000 -0.009
H 0.154011 -2.655432 5.163109 0.000 0.007 0.000
C 3.139282 2.004699 -3.170761 -0.005 0.001 0.008
C -1.383363 1.161519 2.485118 -0.085 -0.137 0.171
C -1.665171 0.181725 -0.584419 -0.003 0.007 -0.007
H -3.476882 -3.357682 5.180331 -0.005 -0.020 0.003
H 1.221609 3.208166 -6.857987 0.021 0.185 -0.047
H 2.171872 1.692395 -2.767053 0.032 0.057 0.073
H 0.123206 -1.589172 3.753332 0.004 -0.009 -0.008
C 0.312943 0.299568 1.044992 0.036 -0.048 0.069
H 0.111404 -3.334583 3.531233 0.001 -0.010 0.013
H -1.893242 0.067829 -1.644706 -0.007 0.015 -0.001
H -1.386438 1.629238 3.468695 0.039 0.034 -0.016
H -1.632784 0.100870 2.594689 0.000 0.012 -0.007
C -0.185328 0.486017 -0.390417 -0.055 -0.002 -0.071
H -1.961366 -3.573803 6.069129 0.006 0.019 -0.008
H -1.200027 1.158447 -4.956487 0.054 -0.020 -0.015
H 3.421190 4.151254 -2.736515 -0.066 0.000 -0.010
C -2.413889 -3.584564 5.068949 -0.009 -0.017 0.009
H 1.399167 5.247133 -4.560855 0.002 0.023 0.046
C 3.518613 1.089051 -4.345487 -0.027 -0.053 -0.091
N 0.102045 1.838744 -0.898377 0.251 0.253 -0.105
H -0.937993 2.115986 -3.467433 -0.014 -0.108 0.035
C -0.452938 1.630287 -4.316692 -0.207 0.023 -0.065
H 0.164045 0.838178 -3.875893 0.014 0.022 -0.001
O -0.085725 1.322853 1.934314 -0.063 0.020 -0.139
H 1.406377 0.328611 1.038929 0.002 0.008 0.012
H -2.157642 -3.486792 2.450224 0.032 0.004 0.009
B 0.431035 2.612300 -5.104110 0.048 0.078 0.029
H -3.287716 -2.393141 2.804357 0.004 0.017 0.005
H -0.281609 2.504260 -0.229827 -0.089 -0.066 0.013
O -2.361673 -4.886689 4.522787 0.047 0.032 -0.064
H 1.105650 1.996243 -0.840009 0.007 -0.066 0.122
H 2.806001 0.274928 -4.478472 0.018 0.007 0.048
P 1.390294 3.976035 -3.972429 0.006 -0.094 -0.108
H 0.001309 -0.681603 1.423860 -0.014 0.006 -0.019
C -1.783192 -2.503703 4.184986 0.004 0.034 -0.015
N -2.283545 -2.543459 2.807168 -0.032 0.063 -0.053
H 3.715422 3.723763 -4.413151 0.026 -0.037 0.034
H -2.156781 1.635866 1.875694 0.036 0.028 -0.027
H -0.780802 -5.393880 5.771129 -0.008 -0.017 0.001
H 0.387779 -0.219502 -1.003620 0.001 -0.009 0.015
```
Forces are in eV/Å.

Computed properties:
multiplicity = 1
net charge = +1
orbital gap = 7.30 eV
M = 297.2 u